# 1
Molecular formula: C43H48N6O2RhSSiTe
Method: DFT, ωB97M-V/def2-TZVPD

The geometry in XYZ format:
```
103
Properties=species:S:1:pos:R:3:forces:R:3
Rh 0.0988 -0.0145 -0.8347 -0.581 -0.343 -0.594
C -1.4950 -2.1256 5.6863 0.011 -0.001 0.018
C -1.3177 -1.8952 4.2096 0.021 0.019 -0.018
C -1.4480 -2.9411 3.2904 0.005 -0.027 -0.020
C -1.3165 -2.7368 1.9351 -0.110 -0.079 0.217
C -1.4114 -3.9206 1.0098 -0.035 0.014 0.025
O -0.5398 -4.7600 1.0245 0.003 0.033 -0.074
C -2.6135 -4.0535 0.1355 -0.067 -0.004 -0.003
C -3.7467 -3.2694 0.3413 0.057 0.015 -0.058
C -4.8698 -3.4502 -0.4529 0.013 0.001 -0.015
C -4.8583 -4.4078 -1.4581 -0.005 0.006 -0.019
C -3.7274 -5.1890 -1.6698 -0.008 -0.034 0.040
C -2.6088 -5.0167 -0.8724 -0.025 -0.039 0.057
C -1.0211 -1.4624 1.4224 0.122 0.034 0.118
O -0.9487 -1.3717 0.1125 -0.199 0.553 -0.140
C -0.7857 -0.4056 2.3349 0.115 -0.041 -0.092
C -0.9723 -0.6600 3.7132 0.052 -0.010 -0.033
C -0.3506 0.9251 1.9297 -0.296 -0.077 -0.079
N -0.0963 1.2833 0.7038 0.375 -0.050 0.394
C 0.2284 2.7002 0.4438 -0.222 -0.009 -0.102
C -0.3073 3.1436 -0.9114 0.215 -0.090 0.146
Te -2.3813 3.6688 -1.0589 -0.107 -0.164 0.062
C -2.6598 4.5206 0.8457 0.043 0.067 -0.022
C -1.8832 5.5940 1.2762 0.013 -0.022 0.007
C -2.1529 6.2036 2.4928 -0.013 -0.008 -0.008
C -3.2181 5.7664 3.2698 0.003 0.003 -0.017
C -3.9982 4.7030 2.8400 0.005 0.018 0.003
C -3.7128 4.0713 1.6360 -0.057 0.023 -0.034
C -0.1528 1.9173 3.0306 0.021 0.039 0.005
C 1.1417 2.0981 3.5069 0.002 0.047 -0.014
C 1.3753 2.9795 4.5521 -0.002 -0.003 -0.002
C 0.3192 3.6803 5.1182 0.013 -0.004 -0.004
C -0.9704 3.4984 4.6390 -0.005 0.003 0.009
C -1.2112 2.6152 3.5967 0.006 -0.038 0.036
H -2.0207 -3.0601 5.8773 -0.001 0.005 -0.005
H -2.0673 -1.3187 6.1444 0.011 0.000 -0.002
H -0.5313 -2.1783 6.1965 -0.004 -0.003 -0.010
H -1.6511 -3.9456 3.6469 -0.014 0.013 0.000
H -3.7537 -2.5291 1.1319 0.004 0.005 -0.003
H -5.7560 -2.8534 -0.2819 0.007 0.005 -0.008
H -5.7341 -4.5486 -2.0787 -0.003 -0.004 0.013
H -3.7247 -5.9366 -2.4527 0.007 0.005 0.006
H -1.7230 -5.6228 -1.0098 0.004 0.003 -0.011
H -0.8235 0.1516 4.4116 0.013 -0.024 0.019
H 1.3142 2.8332 0.4792 0.013 -0.072 -0.071
H -0.2018 3.3107 1.2336 0.113 0.091 0.018
H -0.2154 2.2872 -1.5735 -0.138 0.272 -0.250
H 0.3128 3.9415 -1.3142 -0.092 0.094 0.036
H -1.0798 5.9694 0.6537 -0.005 0.006 0.004
H -1.5472 7.0385 2.8207 0.003 -0.008 0.004
H -3.4444 6.2619 4.2053 0.004 -0.005 -0.001
H -4.8304 4.3606 3.4420 -0.005 0.006 -0.010
H -4.3238 3.2397 1.3061 0.020 -0.009 0.009
H 1.9604 1.5387 3.0678 -0.010 -0.001 -0.004
H 2.3809 3.1136 4.9286 -0.006 -0.002 0.000
H 0.5011 4.3638 5.9371 -0.001 -0.001 -0.007
H -1.7952 4.0423 5.0790 0.008 -0.012 -0.002
H -2.2179 2.4678 3.2277 0.012 -0.011 0.004
C 6.3976 1.2532 0.3051 -0.026 -0.051 -0.026
Si 5.5982 -0.0854 -0.7266 0.044 0.012 0.008
C 6.7224 -0.6033 -2.1274 -0.028 0.015 0.024
C 5.1435 -1.5649 0.3172 0.014 0.019 -0.026
C 4.0638 0.6993 -1.5455 -0.009 -0.050 0.018
C 4.2516 1.6804 -2.5137 0.042 0.005 -0.014
C 3.1825 2.3007 -3.1525 0.021 0.015 -0.035
C 1.9059 1.9240 -2.8100 -0.106 -0.100 -0.071
N 1.6756 0.9771 -1.8927 0.315 0.270 0.588
C 2.7295 0.3957 -1.2727 -0.230 0.063 -0.020
S 2.0720 -0.7333 -0.1004 0.258 -0.185 -0.144
H 7.3553 0.9089 0.7016 -0.011 0.000 0.005
H 5.7680 1.5364 1.1511 -0.005 0.001 -0.013
H 6.5895 2.1503 -0.2876 0.003 -0.005 0.006
H 7.6026 -1.1147 -1.7314 -0.005 0.010 0.002
H 7.0776 0.2489 -2.7102 -0.010 -0.003 0.002
H 6.2176 -1.2906 -2.8093 0.004 -0.003 0.009
H 6.0683 -2.0411 0.6541 -0.007 0.011 0.004
H 4.5778 -2.3128 -0.2415 0.017 0.001 0.000
H 4.5712 -1.2982 1.2073 0.012 0.006 -0.007
H 5.2587 1.9795 -2.7845 -0.002 -0.017 0.009
H 3.3405 3.0627 -3.9019 -0.014 -0.005 -0.005
H 1.0402 2.3701 -3.2822 0.006 0.015 0.000
C 0.7156 -1.0799 -3.7308 -0.106 0.130 -0.086
N 0.3162 -1.8548 -4.8847 -0.026 -0.020 0.052
C 0.2473 -3.2718 -4.5130 0.005 0.020 -0.001
N -0.7087 -3.4841 -3.4305 -0.054 0.012 -0.003
C -0.3086 -2.7119 -2.2780 0.073 -0.034 0.059
N -0.2396 -1.2369 -2.5879 0.474 -0.280 0.252
C -1.5932 -0.8201 -3.0727 -0.041 -0.013 -0.015
N -2.0059 -1.5953 -4.2214 0.013 0.003 -0.037
C -1.0225 -1.4159 -5.2937 0.006 -0.023 -0.010
C -2.0307 -3.0193 -3.8568 -0.007 0.028 0.021
H 0.7293 -0.0291 -4.0172 0.032 -0.003 0.024
H 1.7086 -1.3731 -3.3865 -0.013 -0.053 -0.019
H 1.2353 -3.6059 -4.1920 0.000 -0.002 0.003
H -0.0530 -3.8543 -5.3840 -0.009 0.006 -0.002
H 0.6786 -3.0168 -1.9276 0.006 -0.009 -0.020
H -1.0271 -2.8480 -1.4788 0.004 0.024 -0.018
H -1.5465 0.2388 -3.3479 0.006 0.016 0.013
H -2.3029 -0.9488 -2.2519 0.001 -0.059 -0.001
H -0.9844 -0.3624 -5.5783 0.000 0.004 0.010
H -1.3375 -1.9993 -6.1587 0.008 0.008 -0.005
H -2.3520 -3.5936 -4.7261 -0.003 -0.012 0.004
H -2.7441 -3.1762 -3.0452 0.042 0.049 -0.050
```
Positions in Å, forces in eV/Å.

The multiplicity is 1. Its charge is +1. Its energy above the lowest of the compared OMol25 structures with the same formula, charge and spin is 0.0 kJ/mol. The LUMO energy is -3.66 eV. The calculation puts the molar mass at 971.6 g mol⁻¹. The calculation puts the frontier orbital gap at 6.660 eV.


# 2
Molecular formula: H4P4S
Method: DFT, ωB97M-V/def2-TZVPD

The geometry in XYZ format:
```
9
Properties=species:S:1:pos:R:3:forces:R:3
P 0.1709 -0.6972 -0.6502 -0.772 2.220 1.533
P -2.1389 -0.2533 -0.3015 0.142 1.711 0.839
P 2.9633 0.9211 0.1388 -0.041 0.547 -0.776
P 0.7359 1.0191 0.3607 0.260 -1.488 -0.480
S -3.5286 0.8877 0.6509 1.663 -0.079 -1.003
H -2.4276 -1.4055 0.2470 -0.095 -2.637 0.802
H -2.2899 -0.5857 -1.5995 -0.849 0.035 -1.507
H 3.1815 -0.3979 -0.2417 -0.239 -0.523 -0.620
H 3.3334 0.5116 1.3956 -0.070 0.214 1.212
```
Positions in Å, forces in eV/Å.

The multiplicity is 1. Its energy above the lowest of the compared OMol25 structures with the same formula, charge and spin is 111.5 kJ/mol. The LUMO energy is -1.68 eV. The calculation puts the molar mass at 160.0 g mol⁻¹. The calculation puts the frontier orbital gap at 6.896 eV.


# 3
Molecular formula: CH3BrI2Si
Method: DFT, ωB97M-V/def2-TZVPD

The geometry in XYZ format:
```
8
Properties=species:S:1:pos:R:3:forces:R:3
Br -2.1806 -1.0492 -0.5013 0.911 1.068 1.411
C -0.9703 0.1586 0.6584 3.124 -2.308 -0.557
Si 0.7850 0.1691 -0.6230 -1.390 -0.987 4.418
I 1.8326 -1.9989 -0.0007 -0.069 0.501 -0.150
I 2.3001 1.9775 -0.0977 -0.169 -0.003 -0.253
H -1.3562 1.1432 0.6989 -0.792 0.700 0.136
H -0.6677 -0.2977 1.7243 -1.080 0.845 -2.659
H 0.2571 -0.1027 -1.8588 -0.536 0.184 -2.347
```
Positions in Å, forces in eV/Å.

The multiplicity is 1. Its energy above the lowest of the compared OMol25 structures with the same formula, charge and spin is 213.6 kJ/mol. Its SMILES is BrC[SiH](I)I. The LUMO energy is -0.06 eV. The calculation puts the molar mass at 376.8 g mol⁻¹. The calculation puts the frontier orbital gap at 9.546 eV.


# 4
Molecular formula: C8H12
Method: DFT, ωB97M-V/def2-TZVPD

The geometry in XYZ format:
```
20
Properties=species:S:1:pos:R:3:forces:R:3
C 1.7790 0.4281 0.5748 -7.219 2.367 -1.294
C 0.5952 -0.2131 -0.0177 7.122 -3.142 2.204
C 0.4227 -1.7976 0.0249 -1.487 3.295 -1.522
C -1.0499 -1.9767 -0.5829 0.529 -1.531 4.441
C -1.7024 -0.6064 -0.6199 -3.627 0.478 2.254
C -0.5323 0.5564 -0.4972 -1.199 -1.516 -2.750
C -0.3238 1.7227 0.4570 -2.148 1.939 1.203
C 1.1587 1.9377 0.6450 0.891 -0.381 -1.981
H 2.7924 0.4744 0.9154 0.288 -1.619 0.029
H 1.1389 -2.2524 -0.5938 1.089 -0.812 -0.671
H 0.6366 -1.9688 1.0661 -0.581 -0.930 0.240
H -1.0902 -2.3876 -1.6051 0.287 -0.549 0.896
H -1.5991 -2.6280 0.3687 1.056 1.233 -3.507
H -2.4856 -0.8110 -1.5153 1.871 2.018 1.596
H -2.4495 -0.5101 0.3372 1.808 -0.051 -2.161
H -0.4804 0.7213 -1.6845 0.750 0.711 2.459
H -0.3960 1.4129 1.5875 -1.933 0.328 -2.022
H -0.8663 2.7116 0.0721 0.907 -1.995 1.469
H 1.2289 2.6895 1.5054 0.947 -1.253 -1.305
H 1.4866 2.2413 -0.3573 0.649 1.409 0.423
```
Positions in Å, forces in eV/Å.

The multiplicity is 1. Its energy above the lowest of the compared OMol25 structures with the same formula, charge and spin is 430.4 kJ/mol. Its SMILES is C1=C2CCC[C@H]2CC1. The LUMO energy is 1.08 eV. The calculation puts the molar mass at 108.2 g mol⁻¹. The calculation puts the frontier orbital gap at 9.179 eV.